No. 1
Below is a structure of composition C20H29GeLaN4O2, with properties calculated with the ωB97M-V functional and the def2-TZVPD basis.

Calculated values
- HOMO energy: -6.6 eV
- LUMO: -0.4 eV
- Total charge: 0
- Strongest force on any atom: 2.33 eV/A
- Gap between HOMO and LUMO: 6.20 eV

The geometry in XYZ format:
```
57
Properties=species:S:1:pos:R:3:forces:R:3:lowdin_charge:R:1
La 0.44544 0.19746 0.54198 -0.481 1.196 -0.818 1.961
O -1.82593 0.02532 -0.22710 -0.434 -0.971 1.213 -0.268
C -2.90593 -0.50447 0.26709 -0.866 0.077 -0.484 -0.335
C -4.10335 -0.48628 -0.52781 -0.599 0.248 -0.478 -0.017
C -5.30074 -1.02402 -0.07677 -0.068 -0.267 0.357 -0.085
C -5.46697 -1.56152 1.24110 0.090 -0.539 -0.947 -0.102
C -4.33816 -1.59689 2.02788 -0.546 0.388 -0.203 -0.075
C -3.08882 -1.12001 1.57550 1.052 1.265 -0.334 -0.144
C -2.00044 -1.30393 2.48986 0.713 -0.205 0.193 -0.091
N -0.71089 -1.20856 2.27184 -1.633 -0.475 -0.468 -0.147
C 0.12753 -2.13249 3.00438 -0.340 0.750 1.248 -0.245
C 1.12349 -2.82527 2.09126 0.470 -0.831 0.483 -0.237
N 1.27651 -2.22220 0.76438 1.748 -1.503 -0.062 -0.104
C 2.10058 -2.91042 0.01857 -0.792 0.963 -0.320 -0.107
C 2.47405 -2.62055 -1.34945 0.492 0.671 -0.668 -0.131
C 3.38720 -3.53395 -1.97397 -1.523 1.685 -0.534 -0.049
C 3.72611 -3.37751 -3.31001 0.591 -1.280 0.559 -0.116
C 3.27656 -2.26513 -4.01548 -0.164 0.578 -1.189 -0.093
C 2.44655 -1.32598 -3.43370 -0.078 -0.344 -0.344 -0.031
C 2.02876 -1.44212 -2.09443 -0.110 0.534 1.284 -0.331
O 1.34628 -0.44013 -1.54686 0.808 -1.496 -0.357 -0.322
H -4.08740 0.01981 -1.52664 0.236 -0.666 1.002 0.125
H -6.17635 -1.09125 -0.74300 0.564 0.342 0.241 0.104
H -6.42456 -2.07828 1.48875 0.979 0.733 0.069 0.107
H -4.36966 -1.96095 3.04561 -0.095 -0.224 0.042 0.101
H -2.31067 -1.63567 3.50100 0.076 -0.451 -0.478 0.129
H -0.49407 -2.89078 3.50877 0.289 0.242 0.010 0.117
H 0.70055 -1.58852 3.78267 -0.278 -0.184 -0.201 0.111
H 0.87267 -3.89579 1.97135 -0.036 0.423 0.089 0.122
H 2.04966 -2.78516 2.69922 0.061 -0.230 -0.765 0.115
H 2.54881 -3.84103 0.39234 -0.135 0.120 0.167 0.126
H 3.75011 -4.32857 -1.36767 0.263 -0.761 0.154 0.091
H 4.28661 -4.20483 -3.77686 -0.060 0.830 0.085 0.104
H 3.56679 -2.08328 -5.08763 -0.284 -0.482 1.218 0.122
H 2.04061 -0.51591 -4.03805 0.233 0.009 0.328 0.117
C -1.91683 2.96279 -1.78312 -0.807 -0.162 0.342 -0.239
Ge -0.52735 3.51749 -0.49160 -0.754 0.977 -0.403 0.659
C 1.25293 3.33922 -1.39751 0.150 -0.632 -0.050 -0.245
C -0.86314 5.51108 -0.36568 -0.029 -0.316 0.203 -0.251
C -0.49408 2.58359 1.17238 0.460 -0.340 0.282 -0.521
H -1.62785 3.37613 -2.74296 0.049 0.031 -0.305 -0.001
H -2.95715 3.37027 -1.55820 1.348 -0.636 -0.024 0.043
H -1.93294 1.86082 -1.85383 -0.258 0.506 -0.048 -0.010
H 1.25176 3.68725 -2.43767 -0.090 0.248 0.283 0.014
H 1.64088 2.29317 -1.47597 -0.302 0.622 0.256 -0.020
H 1.95574 3.93731 -0.79826 0.014 -0.150 -0.293 0.005
H -0.89195 5.96871 -1.37515 0.179 -0.190 0.525 0.006
H -0.04346 5.96081 0.24873 -0.879 -0.055 -0.420 0.007
H -1.88212 5.65255 0.09168 1.130 -0.027 -0.197 0.020
H -1.46051 2.20751 1.53268 -0.091 0.437 -0.083 -0.064
H -0.01992 3.23097 1.92336 -0.177 -0.093 0.028 -0.064
N 2.84365 0.54565 1.97817 -0.090 -0.572 1.535 -0.128
N 2.77639 1.68819 1.11201 -0.075 0.459 -0.361 -0.113
H 3.05683 0.77534 2.96507 -0.298 0.248 -0.909 0.103
H 3.57457 -0.10756 1.72961 0.230 0.128 -0.428 0.080
H 3.42708 1.60820 0.33468 0.132 0.208 0.361 0.090
H 2.86657 2.58936 1.60346 0.015 -0.836 -0.392 0.107
```
Forces are in eV/Å.

No. 2
Below is a structure of composition C35H34CrN9OS, with properties calculated with the ωB97M-V functional and the def2-TZVPD basis.

Calculated values
- HOMO energy: -3.7 eV
- LUMO: 2.0 eV
- Total charge: -1
- Strongest force on any atom: 0.24 eV/A
- Gap between HOMO and LUMO: 5.76 eV

The geometry in XYZ format:
```
81
Properties=species:S:1:pos:R:3:forces:R:3:lowdin_charge:R:1
Cr -0.15139 0.60501 0.16926 0.137 -0.044 -0.072 0.464
C 2.07917 4.43893 0.40051 0.002 0.004 0.000 -0.048
C 1.79940 3.08119 0.14854 0.003 -0.009 -0.002 -0.125
N 0.56916 2.62574 0.08989 0.001 0.029 0.005 0.039
C -0.45704 3.49742 0.29194 0.007 -0.007 0.002 -0.146
C -0.28441 4.85934 0.57701 -0.002 0.009 0.002 -0.164
C 1.05078 5.31752 0.61380 0.000 -0.011 -0.001 -0.012
C -1.43536 5.65027 0.83989 -0.004 0.002 -0.001 -0.063
C -2.67384 5.05669 0.85093 0.005 -0.006 -0.001 -0.044
C -2.86237 3.68869 0.56528 -0.006 0.008 0.001 -0.157
C -4.10791 2.94424 0.74691 0.006 -0.004 -0.007 -0.045
C -4.18701 1.65152 0.41495 -0.005 -0.001 0.005 -0.022
C -3.05878 0.95254 -0.29737 0.004 -0.002 -0.006 -0.279
N -1.78553 1.60530 -0.04047 -0.031 0.014 0.009 -0.033
C -1.75373 2.91223 0.23892 -0.005 -0.008 0.001 -0.194
H 3.10972 4.76529 0.43108 -0.001 0.001 0.000 0.100
H 2.58672 2.35244 -0.00505 0.001 0.001 0.002 0.076
H 1.25097 6.36238 0.82324 0.000 0.000 0.000 0.113
H -1.31902 6.70349 1.06140 0.000 0.000 0.000 0.096
H -3.54448 5.65269 1.10577 -0.001 0.001 0.000 0.106
H -4.94799 3.44772 1.21438 0.000 -0.002 0.001 0.102
H -5.09702 1.09168 0.60267 0.000 0.001 0.002 0.101
H -3.26849 0.95787 -1.38160 0.000 0.000 0.002 0.158
S 1.82807 -0.07019 -1.01806 -0.010 0.033 -0.016 0.663
C 2.35015 -1.63955 -0.49083 0.009 -0.008 0.047 -0.815
N 3.59241 -1.93527 -0.38416 -0.017 0.031 -0.022 0.012
N 3.82944 -3.30345 -0.06808 -0.017 -0.025 -0.007 -0.021
C 3.77730 -4.24967 -1.10132 0.006 0.021 0.016 -0.284
C 4.22396 -5.54738 -0.82701 0.002 -0.002 -0.006 -0.056
C 4.13247 -6.54130 -1.78368 -0.001 0.002 -0.002 -0.114
C 3.58882 -6.27051 -3.03507 0.001 -0.006 -0.003 -0.122
C 3.15413 -4.98314 -3.31063 -0.002 0.009 0.012 -0.097
C 3.24711 -3.97406 -2.36120 -0.019 0.005 -0.002 -0.045
N 1.34852 -2.65412 -0.41568 0.078 -0.075 -0.014 0.013
N 0.77330 -2.79605 0.66430 0.068 -0.047 0.059 0.130
C -0.20290 -3.84526 0.59498 -0.006 -0.001 0.116 -0.254
C -1.45524 -3.59493 1.13406 0.027 -0.145 0.169 -0.035
C -2.44837 -4.55354 1.01282 0.045 -0.014 0.098 -0.079
C -2.17656 -5.76440 0.39105 0.021 0.003 0.001 -0.082
C -0.90803 -6.01896 -0.11350 -0.014 -0.011 0.022 -0.081
C 0.08496 -5.05710 -0.01966 0.012 -0.008 0.057 -0.040
H 4.70254 -3.35230 0.43397 -0.007 -0.003 0.013 0.116
H 4.62133 -5.77016 0.15712 0.002 -0.001 0.000 0.104
H 4.47716 -7.54046 -1.54572 0.000 -0.001 -0.001 0.094
H 3.50440 -7.05181 -3.77903 0.001 0.000 0.000 0.090
H 2.72944 -4.74802 -4.27919 -0.001 -0.010 0.004 0.101
H 2.90950 -2.97556 -2.59982 -0.010 -0.002 0.011 0.100
H -1.65573 -2.62823 1.57512 0.026 0.021 0.051 0.101
H -3.44423 -4.34189 1.38021 0.012 0.008 -0.009 0.105
H -2.95841 -6.50564 0.28568 0.003 0.003 -0.010 0.100
H -0.69686 -6.96100 -0.60356 -0.004 -0.005 0.000 0.102
H 1.07543 -5.22736 -0.42564 0.006 0.007 0.000 0.103
C 1.92308 0.22084 3.36432 -0.004 0.010 -0.002 -0.042
C 0.42899 0.42245 3.10007 0.115 0.023 -0.022 -0.677
C -0.02628 1.80952 3.56177 -0.003 0.000 -0.002 -0.037
C -0.37850 -0.66818 3.80194 -0.035 -0.010 -0.026 -0.047
N 0.22117 0.33136 1.68030 -0.200 -0.036 0.082 -0.079
H 2.13279 0.27448 4.43574 -0.001 -0.002 -0.001 0.080
H 2.50296 0.99006 2.85139 0.002 -0.004 -0.001 0.079
H 2.23642 -0.75237 2.98446 0.008 0.006 0.002 0.081
H 0.10112 1.91599 4.64213 0.000 0.000 0.000 0.081
H -1.07831 1.96070 3.31157 0.001 0.000 0.002 0.086
H 0.55794 2.58542 3.06273 0.001 0.002 0.002 0.075
H -0.24175 -0.59872 4.88398 0.002 0.001 0.001 0.081
H -0.04554 -1.65011 3.46680 -0.028 -0.038 -0.039 0.073
H -1.44109 -0.55793 3.57636 0.012 -0.010 -0.009 0.078
N -0.61337 -3.97959 -2.99172 -0.066 0.041 -0.032 0.147
C -1.94989 -3.76481 -2.65878 0.069 0.000 -0.075 -0.529
O -2.81267 -4.50253 -3.13650 -0.035 -0.015 0.009 -0.010
C -2.24763 -2.65707 -1.77190 -0.026 0.117 -0.084 -0.179
C -3.58296 -2.46615 -1.25629 0.015 0.034 -0.060 -0.057
C -3.85885 -1.47972 -0.39575 -0.001 -0.002 0.000 -0.062
C -2.80344 -0.51923 0.07876 -0.009 0.019 -0.007 -0.301
N -1.45311 -0.80302 -0.44667 0.006 0.003 -0.006 -0.056
C -1.28552 -1.76736 -1.33607 -0.126 0.067 -0.187 -0.145
H -0.47636 -4.88723 -3.40819 0.002 0.005 -0.006 0.089
H 0.08285 -3.73836 -2.29981 0.019 0.021 -0.052 0.042
H -4.35309 -3.15511 -1.58239 0.002 -0.010 -0.005 0.110
H -4.86225 -1.35361 -0.00156 -0.002 0.003 0.001 0.090
H -2.74459 -0.52990 1.18213 0.001 0.004 0.004 0.127
H -0.28293 -1.82187 -1.74058 -0.043 0.016 -0.018 0.074
```
Forces are in eV/Å.

Among the records above, which one has the highest LUMO?
C35H34CrN9OS

Which of these has the lowest total charge?
C35H34CrN9OS

Among the records above, which one has the highest HOMO energy?
C35H34CrN9OS

What is the HOMO energy in the second record?
-3.7 eV